Computed, not measured: an isolated molecule of C5H11N3O at a distorted geometry, with ωB97M-V with the def2-TZVPD basis set.

DFT total energy in Ha: -436.4600
Orbital gap (spin up / spin down) in eV: 7.79 / 7.79
Highest occupied orbital energy (spin up / spin down) in eV: -9.26 / -9.26
Energy above the lowest of the compared OMol25 structures with the same formula, charge and spin in kcal per mole: 117.35

Structure (ORCA input):
```
! RIJCOSX wB97M-V def2-TZVPD def2/J DEFGRID3
* xyz 0 1
N 1.645 -1.048 0.410
H 0.538 0.263 -1.678
N -2.334 1.443 -0.796
O 0.461 1.495 -0.732
C -0.163 0.874 0.228
H -0.228 -2.634 0.635
H -0.108 0.453 2.355
H 2.299 -0.370 0.046
H -0.126 2.173 1.927
H 1.361 1.231 1.730
C 0.204 -0.890 -1.669
H -0.813 -0.895 -2.044
C 0.278 1.197 1.656
H -2.233 0.319 0.888
H 2.003 -1.991 0.480
H -1.680 1.913 -1.432
H 0.824 -1.650 -2.138
C 0.343 -0.912 -0.079
N -0.585 -1.835 0.098
C -1.687 0.861 0.116
*
```

***

Computed, not measured: C33H28CdCl2N3OS4 as an isolated structure, with ωB97M-V with the def2-TZVPD basis set.

DFT total energy in Ha: -4194.7479
Orbital gap (spin up / spin down) in eV: 5.69 / 5.87
Highest occupied orbital energy (spin up / spin down) in eV: -4.30 / -4.45
Energy above the lowest of the compared OMol25 structures with the same formula, charge and spin in kcal per mole: 98.73

Structure (ORCA input):
```
! RIJCOSX wB97M-V def2-TZVPD def2/J DEFGRID3
* xyz -1 1
C 1.284 3.843 0.582
H -1.936 -5.340 4.378
H 1.883 -3.646 3.466
H -3.752 0.606 -0.954
C 0.371 -3.397 1.976
C 2.982 0.882 -4.252
C -1.748 -4.376 2.485
N -0.976 0.185 0.782
S 1.508 -2.465 0.981
C 1.631 1.563 4.136
C 1.580 -0.879 1.939
H 2.886 4.981 1.403
H 3.124 1.542 -5.110
H 2.377 -0.992 2.671
C -2.819 0.067 -0.798
C -1.332 -1.836 -3.809
C 1.521 2.187 2.835
N 0.355 -0.505 2.590
H 1.209 3.038 -4.267
N 2.067 0.107 -1.051
C 1.060 2.310 -3.466
C 2.244 4.118 1.515
C -1.275 -4.801 3.710
H 0.084 -1.492 4.474
O -0.475 2.544 -0.252
H 2.291 0.083 -4.522
H 0.429 -4.888 5.033
S 0.360 -1.931 -3.333
C -0.357 0.667 2.025
C -3.153 -2.739 -5.152
Cl 1.052 4.968 -0.728
H -2.771 -4.584 2.199
Cd -0.086 -1.462 -0.853
C 0.391 2.711 0.640
H 2.228 2.136 4.830
Cl 3.643 3.742 3.747
H 3.040 3.390 -1.844
S -1.675 0.373 -2.176
H -3.502 -3.481 -5.860
C -1.334 1.256 3.005
C -2.200 0.506 0.510
S -1.659 -3.281 0.017
C 0.454 -0.590 3.998
H 3.563 3.472 -3.531
C 1.084 0.395 4.691
H 3.945 0.441 -3.990
C 0.594 1.865 1.793
C -4.028 -1.776 -4.663
C -2.603 1.574 2.647
H -0.950 1.543 3.969
H -4.215 -0.068 -3.385
C -3.058 1.234 1.376
C 2.421 1.711 -3.090
C 0.852 -3.854 3.204
H -5.061 -1.748 -4.986
C 2.222 0.815 -1.941
H 1.888 -0.140 1.200
H -1.161 -3.525 -5.104
H 0.397 1.525 -3.828
C 3.414 2.804 -2.681
H 4.378 2.369 -2.410
C -1.836 -2.764 -4.733
H 0.590 2.800 -2.613
H -4.056 1.483 1.045
H -3.029 -1.005 -0.763
C 0.042 -4.548 4.082
C -0.947 -3.669 1.568
H 1.213 0.261 5.761
C 2.368 3.299 2.623
C -2.231 -0.868 -3.325
C -3.555 -0.841 -3.759
H -3.249 2.093 3.344
*
```

***

Record order is preserved below.
M: 129.16, 794.19 g mol⁻¹